No. 1
14 unconnected molecules or ions with the total composition C26H80N10O14 at a distorted geometry. Source: the OMol25 dataset; level of theory: ωB97M-V/def2-TZVPD.

The geometry in XYZ format:
```
130
Properties=species:S:1:pos:R:3:forces:R:3:mulliken_charge:R:1
H -1.369 13.482 -18.389 -0.3 -0.3 -0.1 0.210
H -1.775 17.810 -14.104 -0.3 0.3 -1.1 0.455
C -4.939 17.179 -10.934 -3.4 6.2 2.0 0.499
O -2.827 12.856 -10.345 -3.2 1.2 -8.6 -0.348
H -1.253 12.367 -14.185 -0.6 -0.2 0.2 -0.929
H -0.560 11.696 -9.866 0.6 -0.4 -0.2 0.414
H -4.306 14.435 -15.725 0.8 -0.4 0.0 -0.883
H 0.380 14.768 -14.886 1.3 0.6 -0.1 0.714
O -10.558 13.182 -10.291 2.0 2.9 -5.7 -0.755
H -3.400 15.565 -14.587 -0.7 -0.7 -0.4 -0.286
H -2.895 16.821 -12.064 0.2 0.4 -1.8 -0.447
H -7.151 10.679 -15.618 -0.5 -0.6 -0.2 -0.157
H -4.117 15.431 -10.317 -0.1 -0.1 -0.4 -0.956
N -4.527 16.303 -10.051 1.1 -1.5 3.7 0.416
C -0.149 13.199 -12.627 -1.0 -1.2 0.3 -1.855
O -4.817 17.993 -14.611 -0.1 -0.3 0.5 -0.714
H -7.775 14.200 -15.023 0.3 0.2 0.5 -0.591
N -8.424 14.790 -14.487 6.5 -1.5 0.5 -0.114
C 0.168 16.868 -12.581 0.5 2.2 0.8 -1.389
C -6.364 9.144 -14.346 0.7 8.3 -1.2 1.533
H -10.120 16.227 -13.618 -0.2 -0.6 -1.5 0.387
C -4.046 13.740 -13.677 -0.6 -5.4 -7.6 3.295
H -7.987 9.236 -12.936 1.3 0.6 -0.1 0.407
H -6.620 18.773 -15.220 -0.1 0.6 -0.2 0.397
H -6.405 12.988 -8.291 0.9 0.0 0.0 0.447
H -0.306 12.294 -12.071 0.4 -0.9 0.3 0.562
H -2.745 12.045 -10.833 -0.1 -0.4 -1.1 0.039
H -6.277 10.605 -8.481 -1.0 -0.9 0.9 0.631
H -4.973 13.688 -10.189 0.8 0.4 0.1 -1.585
H -6.331 9.451 -12.213 0.2 -0.5 0.2 0.237
O -2.102 16.970 -12.648 -6.4 -1.9 -2.9 0.058
H -5.169 12.288 -14.828 -0.2 0.0 0.5 0.186
H -4.620 15.732 -12.438 -0.5 1.8 1.1 -0.205
H -7.676 15.194 -17.186 0.3 -0.5 -0.1 0.158
N -10.349 15.583 -14.415 -5.2 5.7 2.3 -0.449
C -2.132 17.553 -16.081 0.4 0.6 2.0 -0.242
O -6.863 13.396 -16.502 0.4 -0.8 1.8 -0.423
C -2.890 13.668 -8.258 -0.1 0.0 0.2 -0.863
H -3.577 12.601 -18.752 0.0 0.6 0.3 0.333
H -8.170 9.155 -15.449 -0.2 0.2 -0.1 0.437
H -2.628 13.445 -7.236 0.3 0.0 0.3 0.541
C -7.171 9.568 -15.591 0.4 1.4 1.2 -1.069
H -0.371 12.407 -8.214 -0.2 -0.5 -0.1 0.462
C -6.532 12.515 -9.289 8.2 2.3 0.6 0.084
C -0.812 12.505 -9.209 -0.7 1.7 0.4 -1.382
C -3.346 10.657 -16.025 -7.9 -1.0 -4.8 0.562
H -6.972 10.770 -13.151 -0.4 -0.7 0.2 -0.176
H -5.291 9.363 -14.360 -0.1 2.6 -0.5 -0.605
O -3.740 15.660 -17.828 3.0 -4.6 -0.7 -0.604
H -10.803 14.788 -13.175 0.0 -1.1 1.8 0.416
H -6.111 10.580 -10.228 -0.1 0.5 0.3 0.117
N -1.863 14.338 -18.231 5.0 2.4 -0.5 -0.252
H 0.806 13.569 -12.343 0.7 0.8 0.1 0.403
H 0.985 17.280 -11.975 0.1 -0.2 -0.2 0.533
H -2.513 14.645 -8.542 0.1 0.2 0.0 0.051
C -2.379 12.613 -9.212 4.7 -1.0 9.3 0.080
O -3.880 14.294 -12.570 1.2 2.9 8.0 3.295
C -6.781 14.543 -17.276 -1.2 1.3 -0.4 -1.096
C -3.140 14.481 -18.067 -4.3 7.6 0.6 0.200
H -5.141 17.381 -12.906 0.5 -0.8 1.0 -0.014
H -0.393 13.465 -9.576 -0.2 -0.5 -0.2 0.141
C -0.510 14.194 -14.878 -0.7 0.1 1.6 -0.662
H -6.591 17.063 -15.126 0.5 -0.1 0.1 -0.159
C -4.188 14.772 -14.697 0.7 1.7 -1.8 -0.177
H -3.141 8.797 -15.290 0.5 1.6 -0.4 0.324
H -5.136 15.247 -14.619 -1.0 0.8 0.7 0.116
H -5.724 17.814 -16.492 -0.3 0.2 1.0 0.265
H -1.003 13.751 -12.296 -0.2 1.1 0.2 0.020
H -7.078 12.682 -17.095 -0.4 -0.5 0.3 0.289
N -8.860 13.781 -11.838 1.5 0.8 -3.7 0.069
O -9.938 14.479 -16.347 2.8 2.3 5.8 -0.756
O -1.595 18.270 -14.963 -0.5 0.1 0.5 -0.748
H -1.239 14.866 -14.348 0.3 -0.8 -0.7 -0.251
H -4.877 11.141 -9.089 0.8 0.4 -0.3 -0.025
H -3.410 13.706 -11.975 -0.1 0.3 0.8 -1.304
H -3.142 12.465 -16.897 -0.1 -0.6 0.5 -0.222
H -8.176 12.156 -8.819 -1.6 -0.2 -0.2 0.414
C -1.366 16.442 -10.504 1.4 3.6 -0.2 -1.254
O -7.737 12.544 -9.572 -9.8 -1.1 -0.9 -0.447
H -3.190 17.586 -16.218 -0.9 -0.3 0.4 0.063
H -0.432 16.562 -10.009 0.8 -0.4 0.9 0.716
H -5.937 12.875 -11.314 0.1 -1.2 -0.9 -0.324
H 0.322 15.830 -12.700 -0.1 -1.2 0.1 0.008
C -6.935 9.656 -13.086 -2.2 1.9 0.7 -0.984
C -10.123 13.803 -11.487 -1.1 -4.8 9.2 0.464
C -5.967 13.389 -10.391 1.0 0.4 0.3 0.690
H 0.267 17.333 -13.590 -0.5 -0.1 0.8 0.355
N -2.671 9.714 -15.469 2.6 -4.9 3.6 -0.323
N -10.936 14.517 -12.170 -5.8 1.4 -2.6 -0.402
H -6.175 13.208 -13.599 0.6 -0.3 -0.4 -0.775
O 0.645 12.159 -14.473 7.2 -4.8 -4.6 -0.585
C -5.969 17.928 -15.393 -0.5 -0.5 -1.6 -0.297
H -2.687 11.657 -8.795 -0.5 -0.5 0.1 0.231
O -4.642 10.453 -16.545 6.1 1.0 2.9 -0.630
H -3.975 13.676 -8.304 -0.2 0.1 0.0 0.010
H -1.241 15.209 -18.308 -1.7 -1.8 0.3 0.287
C -5.186 12.721 -13.814 -0.8 1.0 0.0 -1.409
H -6.740 14.133 -18.244 0.0 0.6 -2.0 0.692
N -4.897 16.714 -12.142 -0.4 -0.5 -4.8 0.053
H -1.789 18.093 -16.900 1.2 0.4 -1.8 0.591
O -5.428 18.392 -10.637 2.3 -4.9 -1.0 -0.847
H -2.102 16.945 -9.884 -0.2 0.1 -0.1 0.412
H -4.481 16.448 -9.045 -0.3 0.5 -0.7 0.275
H -1.708 11.701 -16.352 0.8 0.1 0.3 0.190
H -1.632 15.468 -10.623 -0.5 -3.0 -0.6 -0.314
O -6.263 7.914 -14.264 2.0 -12.6 -0.4 -0.548
H -6.735 9.228 -16.509 0.3 -0.4 -0.3 0.309
C -9.507 14.990 -15.119 -1.7 -4.4 -8.8 0.447
H -5.095 11.976 -13.055 0.2 -0.9 0.4 0.677
H -4.162 18.541 -15.037 0.3 0.3 0.0 0.314
H 0.690 12.352 -15.425 0.9 -0.8 0.2 0.506
H -4.882 13.387 -17.981 1.2 0.6 -0.2 0.025
H -0.816 14.019 -15.885 -0.4 -0.1 -0.8 0.289
H -11.116 15.788 -15.019 -1.1 0.7 0.2 0.258
H -8.168 13.335 -11.265 -0.4 -0.4 0.1 0.047
C -5.930 11.166 -9.307 1.0 -1.4 -0.3 -1.147
C -1.149 17.218 -11.833 4.7 1.1 3.6 0.826
H -8.717 13.995 -12.898 0.1 -1.2 3.1 0.231
N -3.876 13.423 -18.220 -3.0 -3.9 -0.7 -0.419
H -8.056 15.343 -13.681 -0.6 -0.4 -1.4 0.480
H -1.720 9.768 -14.973 -2.2 0.5 -1.3 0.198
H -1.204 18.301 -11.535 0.8 -0.4 -0.2 0.333
H -5.421 7.663 -14.740 -2.0 -0.4 0.8 0.461
H -5.908 15.136 -17.088 0.6 0.1 0.3 0.258
H -3.168 13.109 -13.899 0.3 0.1 -0.4 -0.476
C -0.288 12.876 -14.088 -7.7 6.2 3.3 1.719
H -11.970 14.308 -12.010 2.2 0.3 0.2 0.274
H -1.814 16.544 -15.980 0.2 -1.0 -0.7 -0.266
N -2.696 11.724 -16.353 0.9 3.0 -0.5 0.382
H -6.563 14.240 -10.675 -0.3 0.7 0.8 0.872
```
Forces are in eV/Å.

The total energy comes out at -71815.600 eV. As for the HOMO-LUMO gap: 0.2749 Ha. The calculation puts the highest occupied orbital energy at -0.2979 Eh. Its energy relative to the best compared isomer or geometry (same formula, charge and spin) is 859.9 kJ/mol.

***

No. 2
14 unconnected molecules or ions with the total composition C26H80N4O14 at a distorted geometry. Source: the OMol25 dataset; level of theory: ωB97M-V/def2-TZVPD.

The geometry in XYZ format:
```
124
Properties=species:S:1:pos:R:3:forces:R:3:mulliken_charge:R:1
H -3.728 -3.225 0.531 -0.1 -0.1 -0.3 0.167
C 4.328 -0.753 -0.374 2.5 0.4 -1.0 -0.483
C 2.320 3.164 -1.103 -0.1 2.0 -1.1 -0.576
H -3.778 -3.459 2.184 -0.3 1.3 2.8 0.519
C -1.653 0.280 -3.870 2.3 -0.3 -0.6 -0.619
H -0.151 4.361 2.552 -0.4 0.2 0.7 0.356
C -3.340 -0.753 2.695 2.1 -0.9 9.8 2.045
C 2.071 0.458 -3.484 0.2 1.1 -0.3 -0.789
O 0.455 2.484 2.124 0.1 0.8 0.0 -0.693
H 1.983 -4.027 2.264 0.1 0.3 -0.3 0.371
H -1.813 0.321 -2.864 -0.2 0.0 2.8 -0.669
H -2.009 2.439 -6.550 0.5 -1.3 1.6 0.338
H -0.117 4.095 0.901 -1.0 -0.1 -2.0 0.173
C 3.730 0.997 2.728 0.9 -2.5 -2.4 -0.534
C 3.719 2.222 3.559 5.3 -0.1 -4.1 0.748
H 1.927 -2.663 0.619 0.0 -0.3 -0.1 0.161
H -2.821 -1.936 -2.922 -0.4 0.4 -1.6 0.345
C -1.668 1.639 -4.418 4.9 -3.7 -5.1 1.754
H 2.346 2.440 -1.936 -0.9 -0.4 1.1 -0.101
N 1.137 0.822 0.117 3.5 -2.5 2.2 3.373
C -4.605 -1.170 3.418 -1.2 0.7 0.8 -1.915
H 3.434 0.130 3.305 0.1 -0.1 0.6 0.290
H -3.202 1.327 3.430 -0.4 0.5 -0.3 0.386
H 2.761 -1.634 2.369 -0.1 1.4 0.8 0.358
O 5.614 -0.722 0.183 0.8 0.3 0.5 -0.569
H 0.416 -4.500 -3.732 0.2 -0.1 -0.2 0.358
H 1.444 -0.017 0.724 -0.5 1.7 -1.6 -1.730
H 0.639 -3.461 3.267 0.7 -0.1 -0.1 0.369
H -0.899 1.044 -6.510 -0.5 0.3 1.2 0.240
H 1.144 -0.548 3.996 0.5 -0.1 0.5 0.451
H 6.098 -1.526 -0.023 -0.2 0.0 0.0 0.310
C 0.758 -0.897 3.060 0.5 -0.8 0.3 -1.309
H -0.234 -3.891 -1.235 0.5 0.1 -1.3 -0.283
H -3.713 -0.150 -1.667 2.3 -2.1 1.5 0.359
H 1.899 1.432 -0.125 -0.2 0.2 -0.3 -0.826
H -1.024 3.067 -1.919 -0.3 -0.2 0.5 0.778
N -0.858 -0.064 0.172 -1.2 -2.3 1.6 2.124
C -1.226 -3.615 1.271 0.0 2.2 -0.3 0.354
O -0.567 1.737 -1.293 2.7 -5.6 4.3 -0.544
H -1.793 4.553 -1.476 0.5 -1.0 -1.4 0.345
H 4.697 1.403 5.207 0.6 0.3 -0.6 0.370
C -0.058 0.745 -0.372 -2.0 7.9 -5.8 0.245
H -5.316 -0.315 3.394 0.6 -0.2 0.2 0.417
C -2.593 0.444 3.429 0.5 -0.5 -3.3 -1.781
O 1.720 1.379 -4.509 0.4 -2.6 -0.4 -0.659
H -5.177 -1.908 2.863 0.3 -0.5 -0.2 0.400
H 4.873 3.056 5.159 -0.2 1.5 0.6 0.472
H 3.935 0.202 -0.375 -0.7 2.2 0.1 0.111
H 3.085 0.524 -3.110 0.6 0.6 0.0 0.580
H 0.131 -2.105 -2.835 0.9 -0.3 -0.1 0.352
O -3.014 -0.786 -1.194 -3.0 1.0 -1.8 -0.782
C 0.813 -3.867 -1.718 -9.4 4.6 -8.2 1.450
O 2.553 2.375 4.054 -5.1 0.1 6.0 -0.640
H -2.668 -1.569 2.682 1.1 -1.2 0.5 -0.594
H 1.424 0.488 -2.630 -0.7 0.1 0.4 -0.092
H 0.905 -1.748 -1.344 0.0 -0.2 0.2 -0.293
C 0.985 -2.427 -2.200 -2.2 0.4 1.1 -1.256
H -0.196 -1.320 3.240 -0.9 -1.3 0.5 0.735
O -2.162 -5.425 2.315 2.0 -3.4 6.5 -0.608
C -2.948 -2.052 -1.889 -0.9 -0.1 1.2 -0.531
H -2.259 2.988 -3.411 -0.5 0.7 0.7 0.537
C -3.624 -3.966 1.319 -1.4 -1.8 -3.0 -1.558
H 4.691 0.713 2.236 -0.3 0.4 0.6 0.395
H -1.670 -0.207 -0.363 -1.7 -0.5 -0.4 -0.750
H -0.625 -0.006 -4.060 0.2 -0.8 0.2 0.106
H -2.599 0.813 -6.215 -0.1 0.0 0.3 0.419
H -3.481 1.908 0.234 -0.3 -0.5 -0.5 0.248
H 0.621 1.923 1.342 0.2 0.5 0.3 0.313
H 2.888 3.919 -1.655 -0.4 0.8 0.3 0.511
C 0.398 3.867 1.773 0.2 -0.4 1.8 -0.842
H 0.079 6.367 -3.344 0.9 0.2 -0.8 0.286
H 3.712 -1.362 0.129 -2.4 -2.3 2.1 0.121
H -1.614 0.642 2.893 -1.3 0.1 0.3 0.313
H -4.504 -1.492 4.451 0.2 0.0 0.1 0.327
H -2.030 -2.501 -1.621 1.0 -0.5 0.8 0.095
H 0.461 -5.764 -2.519 -0.1 -0.5 0.0 0.432
H -3.449 2.601 1.753 -2.0 0.4 3.1 0.719
O 1.604 -4.150 -0.859 8.9 -2.9 10.5 -0.457
H -4.458 -4.722 1.205 0.7 0.8 0.1 0.410
H -0.772 2.162 -4.235 1.9 -0.1 0.3 -0.230
H 2.037 -0.490 -3.915 -0.4 -1.6 -0.8 0.526
C 0.927 -4.838 -2.832 -1.8 -0.6 -1.1 -1.883
H 1.988 2.640 3.362 -1.7 0.1 -1.1 0.335
H -2.167 -5.282 0.465 -0.1 -0.1 -2.0 0.398
H 2.340 -3.284 3.824 -0.6 0.2 -0.6 0.400
H 5.972 2.184 4.155 -1.3 -0.2 -0.5 0.300
H 1.333 4.406 1.742 0.8 -0.3 -0.1 0.256
C 1.671 -3.219 2.931 -0.9 -0.5 2.1 -1.793
H 4.360 -1.088 -1.368 0.0 -0.5 -1.7 0.630
H -2.298 0.305 4.394 0.5 -1.0 2.9 0.570
H -0.267 -4.044 1.213 1.3 -0.6 0.0 0.410
H 1.953 -5.045 -2.984 1.1 0.0 -0.5 0.425
H -0.530 -0.668 0.906 -0.2 -0.4 -0.2 -0.999
C -0.444 4.515 -2.977 7.9 -3.1 -3.0 0.421
H -2.805 -6.112 2.371 -0.7 -0.6 -0.1 0.402
C -2.976 2.601 0.867 1.6 -0.5 -2.5 -1.266
C -2.289 -4.650 1.309 -1.3 3.5 -4.0 -0.083
H -2.315 -0.397 -4.312 -1.2 -0.9 -1.0 0.885
O 3.125 2.739 -0.018 0.0 -1.2 -0.1 -0.571
H -1.403 6.254 -2.683 -0.3 -0.5 0.0 0.189
H 3.041 0.932 1.850 0.1 0.8 0.8 -0.210
C 4.905 2.243 4.488 0.0 -1.6 1.8 -1.669
H 3.415 3.485 0.490 0.2 0.5 0.3 0.332
O -2.603 2.371 -4.043 -8.0 4.8 2.8 -0.733
H 3.734 3.056 2.904 1.7 1.3 -1.5 0.074
O 1.460 -1.950 1.062 -3.4 0.7 -8.9 -0.366
N -1.308 4.001 -2.226 -3.9 -3.4 4.5 -0.679
H 1.934 -2.234 -2.593 1.4 0.1 -1.1 0.768
H -3.767 -2.779 -1.641 0.5 1.0 -0.2 0.345
C -1.770 1.474 -5.931 0.2 0.9 -3.6 -1.888
H 1.794 2.241 -4.187 -0.2 2.4 0.9 0.350
O 0.649 3.890 -3.468 -4.3 2.5 1.7 -0.695
C 1.672 -1.814 2.289 4.1 -2.1 7.9 1.020
O -3.014 3.869 0.214 1.0 0.7 0.9 -0.591
H -3.226 -0.910 0.877 0.5 -0.5 -1.4 0.225
H -1.332 -2.953 0.383 0.0 -0.6 0.3 -0.491
H -1.202 -2.887 2.116 -0.3 -0.9 -0.2 -0.119
O -3.675 -0.449 1.554 -3.2 3.6 -9.2 -0.442
H 0.414 -0.050 2.590 0.1 2.4 -1.5 -0.258
N -0.670 5.752 -3.155 -0.1 6.4 -1.5 -0.438
H -2.531 4.463 0.824 -0.5 -0.2 -0.6 0.328
H 1.182 -4.850 -0.366 0.8 -0.6 0.8 0.499
H -1.989 2.181 1.081 0.2 0.4 -0.5 0.498
H 1.295 3.564 -0.751 1.6 -1.0 -1.0 -0.132
```
Forces are in eV/Å.

The total energy comes out at -62873.141 eV. As for the HOMO-LUMO gap: 0.3254 Ha. The calculation puts the highest occupied orbital energy at -0.3183 Eh. Its energy relative to the best compared isomer or geometry (same formula, charge and spin) is 1296.3 kJ/mol.

***

The highest HOMO-LUMO gap belongs to which entry? C26H80N4O14